Record 1
DFT (the ωB97M-V functional and the def2-TZVPD basis) results for an isolated molecule of C5H6O.

The geometry in ORCA input format:
```
! wB97M-V def2-TZVPD RIJCOSX def2/J DEFGRID3
* xyz 0 1
O -0.944 0.848 2.369
C -1.707 0.299 1.376
C -1.197 0.206 0.165
C -0.128 -0.017 -0.540
C 1.098 -0.834 -0.560
C 0.807 0.195 -1.647
H -0.042 0.830 2.012
H -2.699 0.023 1.716
H 1.834 -0.553 0.192
H 1.057 -1.896 -0.773
H 0.494 -0.189 -2.613
H 1.427 1.088 -1.698
*
```

Computed properties:
Relative energy (zero: lowest compared OMol25 entry of this formula, charge and spin): 75.1 kcal/mol
HOMO energy: -8.422 eV
Strongest force on any atom: 0.43 eV/Å
Electronic energy: -269.22657 Ha
Kohn-Sham gap: 9.299 eV
SMILES: OC=C=C1CC1

Record 2
DFT (the ωB97M-V functional and the def2-TZVPD basis) results for a structure of composition CHBr2IO2S in a non-equilibrium geometry.

The geometry in ORCA input format:
```
! wB97M-V def2-TZVPD RIJCOSX def2/J DEFGRID3
* xyz 0 1
C -0.053 -0.732 -0.295
O -1.565 0.093 1.661
O 0.964 1.552 -1.432
S -0.747 0.759 0.690
Br -1.616 -1.376 -1.215
Br 1.289 -0.035 -1.512
I 1.348 1.269 1.799
H 0.380 -1.531 0.305
*
```

Computed properties:
Relative energy (zero: lowest compared OMol25 entry of this formula, charge and spin): 80.4 kcal/mol
HOMO energy: -9.475 eV
Strongest force on any atom: 2.80 eV/Å
Electronic energy: -6032.91938 Ha
Kohn-Sham gap: 8.614 eV

Record 3
DFT (the ωB97M-V functional and the def2-TZVPD basis) results for a cluster of 3 separate species, C31H62N4O7S in total in a non-equilibrium geometry.

The geometry in ORCA input format:
```
! wB97M-V def2-TZVPD RIJCOSX def2/J DEFGRID3
* xyz 0 1
H 2.916 -0.837 -4.563
N 2.591 0.156 -4.489
C 2.700 0.453 -3.207
C 2.334 1.860 -2.543
C 0.909 2.463 -2.967
C -0.444 1.762 -2.372
C -1.019 0.733 -3.462
C -2.166 1.318 -4.418
C -3.608 1.514 -3.732
C -4.051 0.357 -2.709
C -5.135 1.047 -1.692
O -6.080 1.905 -2.375
C -6.092 3.254 -1.846
C -7.483 3.535 -1.059
C -0.143 1.132 -0.894
O 0.445 -0.180 -1.058
C 0.482 -0.921 0.187
C 1.020 -0.079 1.455
C 2.501 0.581 1.178
C -1.260 3.091 -1.995
O -2.194 3.216 -1.159
O -0.702 4.190 -2.780
C 0.748 4.040 -2.569
O 0.824 4.367 -1.130
C 2.187 4.675 -0.779
N 3.268 4.535 -0.237
S 1.490 5.305 -3.740
C 1.104 6.989 -3.017
O 0.795 5.265 -5.091
O 2.980 5.080 -3.911
H 3.111 -0.369 -2.496
H 3.129 2.643 -2.866
H 2.470 1.758 -1.400
H 0.794 2.449 -4.122
H -1.295 -0.268 -2.949
H -0.126 0.464 -4.154
H -2.289 0.676 -5.378
H -1.820 2.359 -4.799
H -4.374 1.604 -4.598
H -3.647 2.529 -3.188
H -4.630 -0.462 -3.273
H -3.220 -0.042 -2.033
H -5.733 0.150 -1.256
H -4.596 1.525 -0.804
H -5.159 3.551 -1.253
H -6.116 3.960 -2.770
H -7.352 3.337 0.063
H -8.270 2.803 -1.476
H -7.807 4.612 -1.274
H 0.570 1.897 -0.387
H -1.107 1.044 -0.259
H 1.243 -1.783 0.026
H -0.520 -1.456 0.433
H 1.175 -0.822 2.328
H 0.272 0.722 1.833
H 3.181 0.301 2.073
H 2.997 0.168 0.233
H 2.472 1.722 1.110
H 0.418 6.906 -2.095
H 2.110 7.495 -2.792
H 0.527 7.642 -3.779
C 3.895 -3.506 0.676
C 3.207 -4.561 -0.184
N 4.032 -5.035 -1.288
C 3.283 -5.780 -2.297
C 2.631 -7.093 -1.869
C 5.332 -5.596 -0.931
C 5.356 -6.759 0.059
H 4.265 -2.680 0.062
H 3.184 -3.091 1.398
H 4.731 -3.925 1.241
H 2.301 -4.098 -0.590
H 2.873 -5.385 0.460
H 3.930 -5.973 -3.161
H 2.494 -5.123 -2.683
H 3.369 -7.881 -1.719
H 1.953 -7.438 -2.655
H 2.040 -6.985 -0.956
H 5.948 -4.790 -0.518
H 5.861 -5.897 -1.842
H 4.756 -6.563 0.950
H 6.385 -6.930 0.393
H 5.011 -7.689 -0.393
C -3.085 -0.545 4.218
C -2.767 -0.336 5.696
N -1.555 -1.019 6.129
C -1.422 -1.107 7.581
C -1.283 0.200 8.359
C -0.332 -0.687 5.406
C 0.086 0.781 5.352
H -3.108 -1.609 3.968
H -4.069 -0.126 3.987
H -2.357 -0.049 3.570
H -3.619 -0.730 6.262
H -2.726 0.741 5.904
H -0.575 -1.757 7.829
H -2.301 -1.637 7.968
H -0.302 0.653 8.216
H -1.387 0.000 9.430
H -2.052 0.928 8.088
H -0.438 -1.044 4.376
H 0.501 -1.275 5.809
H -0.734 1.439 5.056
H 0.883 0.905 4.611
H 0.483 1.130 6.306
*
```

Computed properties:
HOMO energy: -8.276 eV
Strongest force on any atom: 6.54 eV/Å
Electronic energy: -2361.91515 Ha
Kohn-Sham gap: 7.897 eV
SMILES: [H]/N=C/C[C@H]1[C@@](CCCCCOCC)(COCCC)C(=O)O[C@]1(OC#N)S(C)(=O)=O.CCN(CC)CC.CCN(CC)CC

Record 4
DFT (the ωB97M-V functional and the def2-TZVPD basis) results for an isolated molecule of C21H25FN4O3.

The geometry in ORCA input format:
```
! wB97M-V def2-TZVPD RIJCOSX def2/J DEFGRID3
* xyz 0 1
C 5.533 -0.277 1.764
C 4.439 -1.339 1.809
C 3.914 -1.541 3.228
N 3.350 -0.952 0.930
C 2.857 -1.744 -0.037
O 3.298 -2.836 -0.317
C 1.673 -1.146 -0.821
N 1.069 0.008 -0.206
C 1.313 1.303 -0.836
C 0.482 1.435 -2.086
C 1.064 1.359 -3.345
C 0.288 1.435 -4.488
C -1.080 1.579 -4.352
F -1.843 1.649 -5.462
C -1.686 1.657 -3.110
C -0.897 1.587 -1.978
C 0.253 -0.044 0.871
O -0.168 0.979 1.394
C -0.093 -1.422 1.404
C -1.170 -1.359 2.495
C -2.553 -1.226 1.868
O -3.329 -2.154 1.803
N -2.786 0.019 1.371
C -3.846 0.459 0.592
C -5.019 -0.270 0.388
C -5.992 0.289 -0.418
C -5.777 1.537 -0.987
C -4.578 2.174 -0.719
N -3.634 1.653 0.045
H 6.374 -0.582 2.379
H 5.156 0.672 2.140
H 5.884 -0.136 0.745
H 4.819 -2.287 1.415
H 4.726 -1.834 3.888
H 3.158 -2.322 3.246
H 3.475 -0.619 3.607
H 2.907 -0.066 1.124
H 0.951 -1.950 -0.987
H 2.050 -0.857 -1.805
H 1.024 2.068 -0.112
H 2.378 1.397 -1.064
H 2.135 1.250 -3.440
H 0.728 1.381 -5.471
H -2.756 1.772 -3.036
H -1.364 1.659 -1.007
H 0.815 -1.880 1.803
H -0.447 -2.055 0.587
H -1.157 -2.282 3.074
H -0.975 -0.512 3.155
H -2.038 0.706 1.462
H -5.143 -1.235 0.847
H -6.914 -0.245 -0.600
H -6.519 2.000 -1.618
H -4.351 3.149 -1.132
*
```

Computed properties:
Relative energy (zero: lowest compared OMol25 entry of this formula, charge and spin): 0.0 kcal/mol
HOMO energy: -8.822 eV
Strongest force on any atom: 0.58 eV/Å
Electronic energy: -1359.92695 Ha
Kohn-Sham gap: 9.344 eV
SMILES: CC(C)NC(=O)CN(Cc1ccc(F)cc1)C(=O)CCC(=O)Nc1ccccn1

Record 5
DFT (the ωB97M-V functional and the def2-TZVPD basis) results for a structure of composition C40H26N3O2PS2Zr.

The geometry in ORCA input format:
```
! wB97M-V def2-TZVPD RIJCOSX def2/J DEFGRID3
* xyz 0 1
Zr 0.448 -0.444 0.970
S -1.885 0.320 1.102
C -2.681 -1.239 0.904
C -3.970 -1.273 0.371
C -4.665 -2.464 0.252
C -5.966 -2.469 -0.356
N -6.995 -2.462 -0.869
C -4.064 -3.658 0.678
C -2.783 -3.633 1.195
C -2.074 -2.436 1.322
S -0.449 -2.524 2.005
C -4.750 -4.914 0.545
N -5.296 -5.918 0.424
H -4.429 -0.352 0.038
H -2.313 -4.557 1.501
O 1.980 -1.890 0.043
C 2.108 -1.035 -0.871
O 1.876 0.195 -0.619
C 2.227 -1.508 -2.277
C 3.420 -1.698 -2.953
C 3.389 -2.217 -4.238
C 2.177 -2.551 -4.826
C 0.987 -2.357 -4.142
C 0.994 -1.820 -2.859
P -0.534 -1.479 -1.872
C -1.451 -0.333 -2.954
C -1.568 0.990 -2.541
C -2.203 1.930 -3.343
C -2.730 1.551 -4.565
C -2.618 0.232 -4.990
C -1.982 -0.703 -4.193
C -1.412 -3.075 -2.008
C -2.745 -3.187 -2.387
C -3.369 -4.428 -2.396
C -2.673 -5.561 -2.007
C -1.346 -5.453 -1.607
C -0.719 -4.219 -1.606
H 4.360 -1.450 -2.476
H 4.315 -2.368 -4.776
H 2.158 -2.970 -5.824
H 0.052 -2.635 -4.608
H -1.171 1.288 -1.579
H -2.288 2.954 -3.004
H -3.232 2.277 -5.191
H -3.033 -0.066 -5.945
H -1.912 -1.729 -4.531
H -3.308 -2.306 -2.669
H -4.410 -4.505 -2.685
H -3.171 -6.521 -1.998
H -0.800 -6.332 -1.289
H 0.313 -4.135 -1.281
N 1.086 0.919 2.306
C 2.062 1.064 3.106
C 2.203 2.234 4.004
C 3.159 2.261 5.016
C 3.250 3.359 5.859
C 2.389 4.433 5.692
C 1.430 4.410 4.686
C 1.335 3.316 3.848
C 3.109 -0.014 3.098
C 4.417 0.258 2.714
C 5.311 -0.787 2.522
C 4.910 -2.099 2.732
C 3.612 -2.370 3.141
C 2.711 -1.331 3.324
H 3.824 1.419 5.152
H 3.991 3.374 6.647
H 2.462 5.290 6.350
H 0.756 5.247 4.561
H 0.592 3.271 3.062
H 4.727 1.280 2.537
H 6.321 -0.571 2.200
H 5.609 -2.910 2.579
H 3.299 -3.391 3.315
H 1.702 -1.535 3.665
*
```

Computed properties:
HOMO energy: -8.302 eV
Strongest force on any atom: 0.47 eV/Å
Electronic energy: -3039.58100 Ha
Kohn-Sham gap: 7.596 eV